(1)
{"formula": "C4H12NPS2", "method": "ωB97M-V/def2-TZVPD", "orbital_gap_ha": 0.3405, "smiles": "CN(C)P(S)S.C=C", "e_lumo_ev": 0.7, "symbols": ["C", "S", "H", "H", "C", "C", "H", "N", "H", "H", "H", "S", "H", "H", "H", "H", "H", "P", "C", "H"], "coordinates": [[2.43415, 0.46271, -0.69783], [-1.14585, -2.44382, 1.24646], [-0.48923, -2.50889, 2.38490], [-2.78950, 0.88056, -1.04309], [-1.13719, 1.10723, 0.99932], [2.63064, 1.14580, 0.37665], [3.19466, 0.91914, 1.25826], [-0.86349, 0.25925, -0.20394], [2.95179, -0.46088, -0.86722], [-2.84110, -0.66754, -0.27628], [-1.91436, -0.46876, -1.90541], [0.12371, -1.85148, -1.79047], [2.10373, 2.14832, 0.47603], [1.82616, 0.84142, -1.50589], [-1.75275, 0.58240, 1.63519], [-1.42871, 2.06898, 0.67670], [1.34309, -2.24693, -1.52483], [0.15559, -1.03545, 0.17275], [-2.19620, 0.04055, -0.88987], [-0.20513, 1.22740, 1.47854]], "forces_ev_per_a": [[0.55, -0.66, -1.70], [-0.60, -0.02, -0.91], [0.57, 0.21, 0.46], [-0.39, 1.93, -0.29], [2.15, -0.79, -2.27], [-1.01, 3.57, 1.74], [0.43, -0.61, 0.05], [-2.29, 1.19, 0.32], [0.06, -0.48, -0.10], [0.77, 0.54, -0.69], [-1.05, 1.02, 1.74], [-0.40, -0.02, 0.23], [0.64, -1.24, -0.13], [-0.09, -0.05, -0.03], [-1.94, -0.71, 1.59], [-0.87, 0.95, -0.20], [0.87, -0.54, -0.25], [-0.93, -0.50, 0.15], [2.31, -4.07, -0.56], [1.21, 0.27, 0.86]], "lowdin_charge": [-0.21, 0.32, -0.24, 0.04, -0.14, -0.12, 0.05, -0.54, 0.04, 0.07, 0.05, 0.41, 0.08, 0.05, 0.04, 0.08, -0.23, 0.35, -0.16, 0.04]}

=====

(2)
{"formula": "C4H12NS", "method": "ωB97M-V/def2-TZVPD", "total_charge": 1, "orbital_gap_ha": 0.3767, "smiles": "C[C@H]([NH3+])CCS", "e_lumo_ev": -3.3, "symbols": ["C", "H", "H", "H", "C", "H", "H", "H", "H", "C", "C", "H", "H", "S", "H", "H", "H", "N"], "coordinates": [[0.25058, -1.44615, 1.61472], [-0.74279, -1.28972, -0.29226], [1.81055, 0.11789, -0.18465], [-1.45477, 2.34551, -0.68217], [-0.67746, 1.58488, -0.67993], [0.57006, -2.47067, 1.38937], [1.64440, -1.49508, -0.53395], [-0.27189, 1.59054, -2.99238], [0.27698, 2.07848, -0.77223], [-0.08927, -0.69072, 0.33604], [-0.73661, 0.67350, 0.52665], [0.86227, -0.36693, -1.49544], [1.04717, -0.90068, 2.14787], [-0.95613, 0.68695, -2.28728], [-1.74407, 0.43372, 0.84584], [-0.64767, -1.49398, 2.22231], [-0.31062, 1.23531, 1.37494], [1.16927, -0.59283, -0.53744]], "forces_ev_per_a": [[0.28, 0.45, -0.42], [-0.16, -0.12, -0.01], [0.07, -0.04, -0.09], [0.14, 0.06, 0.45], [-0.78, -0.16, -1.01], [-0.01, 0.21, 0.14], [0.12, 0.04, -0.04], [-0.03, 0.01, -0.25], [0.31, 0.16, 0.11], [0.38, -0.32, -0.24], [0.35, 0.10, 0.60], [-0.06, 0.25, -0.22], [-0.34, -0.34, 0.06], [0.05, 0.11, 0.24], [-0.39, 0.17, -0.16], [0.04, -0.02, 0.22], [0.11, -0.35, -0.17], [-0.07, -0.23, 0.79]], "lowdin_charge": [-0.03, 0.14, 0.17, 0.08, -0.47, 0.10, 0.17, -0.11, 0.07, -0.37, -0.22, 0.06, 0.10, 0.77, 0.13, 0.10, 0.14, 0.18]}

=====

(3)
{"formula": "C4H12NS", "method": "ωB97M-V/def2-TZVPD", "total_charge": 1, "orbital_gap_ha": 0.2596, "e_lumo_ev": -5.5, "symbols": ["H", "H", "H", "H", "H", "C", "H", "H", "C", "C", "C", "H", "S", "N", "H", "H", "H", "H"], "coordinates": [[-0.83526, 1.83483, -0.74612], [-0.62131, 1.37269, -2.40468], [0.82685, 1.70341, 1.97638], [0.38096, 0.03998, 2.06449], [-1.21755, 2.40510, 1.40564], [0.90026, -2.13221, 0.07742], [1.31797, -1.68061, 0.98484], [0.57338, 2.43358, -1.62057], [0.69592, 0.31936, -1.07233], [-1.08621, 1.35650, 1.64189], [-0.07253, 1.56598, -1.48392], [1.28470, -0.00727, -1.93113], [-0.40407, -1.06586, -0.60286], [0.08486, 1.01178, 2.01342], [1.41704, 0.45518, -0.25991], [-1.95659, 0.71848, 1.70562], [1.69269, -2.36342, -0.62707], [0.40110, -3.04742, 0.39480]], "forces_ev_per_a": [[-0.02, 0.05, 0.01], [0.07, 0.09, -0.05], [0.06, -0.08, 0.10], [-0.30, -0.05, 0.42], [-0.18, 0.02, 0.03], [-0.63, -0.02, 0.52], [0.19, -0.04, -0.18], [0.06, -0.13, -0.09], [0.00, -0.27, -0.41], [0.05, 0.54, 0.71], [-0.23, -0.17, 0.28], [0.07, -0.08, 0.08], [0.54, 0.29, -0.05], [0.10, 0.00, -0.80], [-0.11, 0.27, 0.05], [0.26, -0.43, -0.35], [-0.05, 0.08, -0.14], [0.12, -0.07, -0.13]], "lowdin_charge": [0.03, 0.09, 0.16, 0.13, 0.12, -0.40, 0.02, 0.09, -0.56, 0.12, -0.15, 0.08, 0.80, 0.19, 0.06, 0.12, 0.05, 0.04]}

=====

(4)
{"formula": "C4H12NS2", "method": "ωB97M-V/def2-TZVPD", "multiplicity": 2, "orbital_gap_ha": [0.1274, 0.3439], "e_lumo_ev": [0.0, 0.0], "symbols": ["N", "H", "H", "S", "C", "H", "H", "H", "C", "C", "H", "H", "H", "H", "H", "S", "C", "H", "H"], "coordinates": [[-0.54715, -0.27484, -0.87586], [-0.81315, -0.69770, -1.78162], [1.65273, -0.49725, 0.41839], [-0.17194, -2.17403, 1.88815], [-1.21201, 1.01091, -0.63224], [0.48851, 1.98945, 0.22842], [0.18064, -1.57568, 3.09656], [2.37888, -1.65255, -0.66859], [2.30417, -1.39387, 0.38553], [-0.58921, 1.77780, 0.47826], [-2.49183, 2.44715, -1.49639], [3.34449, -1.10467, 0.68098], [-1.10450, 2.68972, 0.63019], [0.48164, -0.17038, -0.91556], [-2.40923, 0.84087, -2.40351], [1.75615, -2.81163, 1.34569], [-2.02401, 1.44859, -1.60288], [-0.68881, -1.00287, -0.18558], [-0.53537, 1.15100, 1.41008]], "forces_ev_per_a": [[-0.67, -0.16, -0.31], [0.00, 0.32, -0.18], [0.52, -0.67, 0.61], [1.01, -0.10, 1.11], [-0.09, -0.89, 0.67], [-0.46, 0.02, -0.01], [-0.39, -0.39, -1.03], [-0.11, -0.18, -0.10], [1.27, 0.85, -0.49], [1.20, -1.77, 0.12], [0.51, -0.68, -0.17], [-0.90, -0.14, 0.04], [-0.46, 0.87, 0.35], [0.98, 0.37, -0.52], [0.05, -0.20, 0.02], [-1.02, 0.36, 0.29], [-0.91, 1.51, -0.33], [-0.28, 0.11, 0.57], [-0.25, 0.78, -0.64]], "lowdin_charge": [0.12, 0.10, -0.02, 0.30, -0.48, 0.07, -0.15, 0.01, -0.55, -0.09, 0.06, 0.05, 0.06, 0.05, 0.02, 0.38, -0.03, 0.02, 0.08]}

=====

(5)
{"formula": "C4H12NS2", "method": "ωB97M-V/def2-TZVPD", "total_charge": 1, "orbital_gap_ha": 0.1812, "e_lumo_ev": -8.7, "symbols": ["H", "H", "C", "H", "C", "H", "H", "H", "H", "H", "H", "H", "S", "N", "H", "S", "H", "C", "C"], "coordinates": [[1.62217, -1.48807, 2.26803], [1.95518, -2.18781, -0.01331], [-1.55250, 1.36268, -1.80715], [-1.79875, 0.83148, -2.73227], [-2.03134, 0.67399, -0.53064], [-3.13113, 0.63363, -0.45063], [0.50030, -0.49900, 1.69290], [0.38144, -1.20312, -0.36823], [2.44225, 0.23857, -0.76360], [-0.45034, 1.42400, -1.78397], [-1.71329, 1.11424, 0.39804], [-1.91556, 2.36327, -1.90421], [-1.64354, -1.08391, -0.58735], [0.88363, -1.51179, 1.57857], [3.02676, 0.00282, 0.88762], [1.02490, 1.23937, 0.88949], [0.09510, 0.43236, 1.82592], [1.30770, -1.34123, 0.27175], [2.13407, -0.08731, 0.23799]], "forces_ev_per_a": [[0.46, -0.90, 0.10], [-0.70, 0.09, -0.53], [0.81, -0.28, -0.11], [-0.22, -0.10, 0.37], [0.50, -0.88, -1.25], [-0.35, -0.31, -0.21], [0.56, -4.10, 0.78], [-0.67, 0.03, -0.86], [-0.23, 0.00, 0.14], [-0.38, 0.02, 0.13], [0.10, 0.12, 0.25], [-0.37, 0.66, 0.16], [0.44, 0.87, 0.64], [-1.95, 1.10, 1.13], [-0.48, -1.10, -0.24], [-1.16, 0.38, 0.79], [1.32, 3.49, -1.62], [2.90, -1.64, 1.04], [-0.58, 2.55, -0.71]], "lowdin_charge": [0.12, 0.15, -0.16, 0.08, -0.58, 0.11, -0.07, 0.01, 0.09, 0.06, 0.03, 0.08, 1.02, -0.02, 0.10, 0.78, 0.02, -0.39, -0.45]}

=====

(6)
{"formula": "C4H12O", "method": "ωB97M-V/def2-TZVPD", "orbital_gap_ha": 0.4007, "smiles": "CCO.CC", "e_lumo_ev": 1.0, "symbols": ["H", "H", "H", "O", "H", "C", "C", "H", "H", "C", "H", "H", "H", "H", "C", "H", "H"], "coordinates": [[-1.36749, 0.92009, -1.34552], [1.49209, 1.92367, -1.36932], [-1.79786, -1.66396, 2.02380], [1.10631, -0.61043, 1.30777], [-1.39123, -2.64320, 0.69158], [0.77634, 1.49853, -2.06474], [-0.27499, -0.66710, 0.89639], [1.40161, -1.41808, 1.67276], [-0.70332, 0.31959, 1.02787], [-0.94325, -1.94665, 1.38983], [-1.14578, 2.53809, -1.83835], [0.97611, 1.90639, -3.06124], [1.01790, 0.44709, -2.15752], [-0.26679, -2.36950, 2.13450], [-0.60736, 1.69871, -1.40750], [-0.33155, 2.03596, -0.40439], [-0.15294, -0.61851, -0.20064]], "forces_ev_per_a": [[0.59, -0.45, -0.21], [0.35, 0.03, -0.21], [0.04, 0.00, -0.10], [-0.48, 1.87, -0.03], [0.69, -0.11, -0.41], [-0.19, -0.64, -0.05], [1.84, -0.55, -2.28], [0.18, -1.32, 0.48], [-0.47, -0.16, 1.19], [-1.16, 1.44, 1.56], [0.06, 0.26, -0.21], [-0.55, 0.23, 0.20], [0.11, -0.34, 0.13], [-0.02, -0.63, -0.40], [0.27, 1.31, 0.07], [-0.68, -0.25, 0.15], [-0.57, -0.70, 0.09]], "lowdin_charge": [0.06, 0.06, 0.07, -0.09, 0.07, -0.15, -0.29, 0.04, 0.09, -0.06, 0.06, 0.06, 0.05, 0.07, -0.18, 0.06, 0.08]}

=====

Going through the records in order, we get energy above the lowest of the compared OMol25 structures with the same formula, charge and spin values of 2.862 0.000 1.447 2.783 6.820 1.320 eV.
Going through the records in order, we get calculated total energy values of -36790.7355 -16661.6595 -16660.2122 -27498.9891 -27490.1625 -6388.8009 eV.